1.
Below is a structure of composition C38H24CrN9, with properties calculated with wB97M-V/def2-TZVPD.

Element x y z (Å)
Cr  0.1144  -0.2013  0.6037
C  -4.9487  3.3790  -1.7354
C  -5.6520  2.1547  -1.6589
C  -5.0658  1.0209  -1.1502
C  -3.7360  1.1141  -0.7207
C  -2.8409  0.1751  -0.1181
N  -1.6169  0.7755  0.1081
C  -1.7449  2.0842  -0.2458
N  -0.8900  3.0912  0.0319
C  0.2466  2.9146  0.5937
C  1.0584  4.0325  1.0852
C  0.8405  5.4004  1.0938
C  1.8244  6.1938  1.6646
C  2.9895  5.6381  2.2022
C  3.2041  4.2680  2.1796
C  2.2094  3.4856  1.6188
C  2.1297  2.0367  1.3871
N  3.1908  1.2848  1.5387
C  3.0539  0.0124  1.1403
N  1.9533  -0.6821  1.2128
C  2.0484  -1.8696  0.3586
N  0.5828  -3.5184  1.7147
C  -0.6754  -3.0131  1.5209
N  -1.0731  -1.7895  1.1742
C  -2.4587  -1.8852  0.8886
N  -3.2168  -1.0302  0.2735
C  -2.9072  -3.2178  1.2059
C  -4.1554  -3.8337  1.1271
C  -4.2291  -5.1668  1.4735
C  -3.0922  -5.8853  1.8881
C  -1.8561  -5.2787  1.9579
C  -1.7837  -3.9310  1.6068
C  3.4574  -1.8142  -0.1886
C  4.1421  -2.6452  -1.0566
C  5.4679  -2.3365  -1.3348
C  6.0943  -1.2306  -0.7583
C  5.4023  -0.3938  0.1042
C  4.0830  -0.7146  0.3787
N  0.9105  1.7052  0.8508
C  -3.0393  2.3253  -0.7982
C  -3.6488  3.4816  -1.3045
H  -5.4529  4.2484  -2.1373
H  -6.6766  2.1190  -2.0071
H  -5.6041  0.0851  -1.0810
H  -0.0618  5.8223  0.6726
H  1.6926  7.2678  1.6961
H  3.7341  6.2919  2.6371
H  4.1045  3.8201  2.5774
H  -5.0252  -3.2781  0.8038
H  -5.1821  -5.6785  1.4273
H  -3.1967  -6.9286  2.1559
H  -0.9759  -5.8203  2.2791
H  3.6609  -3.5017  -1.5114
H  6.0293  -2.9636  -2.0157
H  7.1283  -1.0213  -0.9984
H  5.8626  0.4805  0.5448
H  -3.1063  4.4165  -1.3492
C  2.9783  -3.4147  2.1874
C  1.8740  -3.1178  1.2020
C  1.1795  -4.2288  0.5043
C  0.5456  -3.9130  -0.7938
C  0.3675  -2.6353  -1.1953
C  -0.5310  -2.2681  -2.3355
N  0.9730  -1.5534  -0.5682
H  2.7303  -4.3223  2.7355
H  3.0705  -2.5972  2.9048
H  3.9371  -3.5514  1.6892
H  1.4806  -5.2492  0.7055
H  0.0846  -4.7189  -1.3480
H  -0.8753  -3.1512  -2.8709
H  -0.0205  -1.5943  -3.0240
H  -1.4127  -1.7435  -1.9539

## Properties
net charge	0
DFT total energy	-81630.3021	eV
multiplicity	4
HOMO-LUMO gap (spin up / spin down)	5.12 / 5.00	eV
expectation value of S²	4.106
ΔE to the lowest compared entry with this formula, charge and spin	38.4	kcal/mol

---

2.
Below is a structure of composition C30H25AsN2OS4Sr, with properties calculated with wB97M-V/def2-TZVPD.

Element x y z (Å)
Sr  -0.3568  0.7142  1.4338
S  -0.8099  -1.3242  3.5049
C  -1.0595  -2.4326  2.1971
C  -1.0476  -3.7829  2.3991
C  -1.2218  -4.8380  1.4465
C  -1.0218  -4.8165  0.1107
C  -0.5752  -3.6671  -0.6324
C  -0.6565  -2.3826  -0.2548
As  -0.1308  -0.8986  -1.4220
C  -0.1140  -1.8162  -3.1433
C  -1.3561  -2.1626  -3.6770
C  -1.4386  -2.8029  -4.9030
C  -0.2811  -3.0930  -5.6174
C  0.9543  -2.7413  -5.0958
C  1.0390  -2.1063  -3.8610
C  1.7940  -0.7584  -1.0848
C  2.5675  -1.7764  -0.5363
C  3.9222  -1.5741  -0.3147
C  4.5089  -0.3581  -0.6401
C  3.7422  0.6647  -1.1762
C  2.3859  0.4662  -1.3868
H  -0.9075  -4.0852  3.4302
H  -1.4784  -5.8041  1.8766
H  -1.1367  -5.7418  -0.4442
H  -0.1268  -3.8657  -1.6018
H  -2.2561  -1.9356  -3.1138
H  -2.4076  -3.0753  -5.3041
H  -0.3441  -3.5915  -6.5777
H  1.8604  -2.9644  -5.6472
H  2.0076  -1.8411  -3.4536
H  2.1024  -2.7159  -0.2596
H  4.5165  -2.3598  0.1370
H  5.5600  -0.1923  -0.4355
H  4.1797  1.6361  -1.3689
H  1.7723  1.2876  -1.7443
S  2.3119  1.5424  2.0422
C  2.6658  2.9928  1.1117
C  4.0082  3.3824  0.9966
C  4.4119  4.4985  0.2808
C  3.4536  5.2780  -0.3564
C  2.1185  4.9179  -0.2567
C  1.6865  3.7942  0.4579
S  -0.0421  3.4455  0.5075
H  4.7467  2.7655  1.4971
H  5.4646  4.7563  0.2216
H  3.7398  6.1571  -0.9244
H  1.3595  5.5162  -0.7480
N  -2.8472  1.7813  0.8914
C  -3.3898  2.0795  2.1231
C  -3.1928  3.3412  2.7070
C  -3.7235  3.6294  3.9512
C  -4.4552  2.6776  4.6540
C  -4.6299  1.4216  4.0864
C  -4.1105  1.1159  2.8400
H  -3.1303  0.9156  0.3757
H  -2.5129  2.5669  0.3538
H  -2.5890  4.0686  2.1751
H  -3.5494  4.6080  4.3845
H  -4.8587  2.9030  5.6335
H  -5.1701  0.6555  4.6311
H  -4.2164  0.1200  2.4229
O  -3.2580  -0.5589  -0.3829
S  -3.1232  -1.7799  0.5851
N  -1.3539  -1.8564  0.8988

## Properties
net charge	-2
DFT total energy	-141561.8543	eV
multiplicity	1
HOMO-LUMO gap	5.67	eV
ΔE to the lowest compared entry with this formula, charge and spin	4.0	kcal/mol

---

3.
Below is a structure of composition C33H36BCl3N3O2P2Se2W, with properties calculated with wB97M-V/def2-TZVPD.

Element x y z (Å)
W  -0.2272  1.0462  0.3729
O  -1.3650  3.8700  -0.1322
C  -1.4920  4.6262  1.0728
C  -1.0031  3.7780  2.2412
C  -1.1603  4.6533  3.5104
O  -0.7212  3.8692  4.5948
C  0.5001  3.4338  2.1933
Se  1.3936  2.8028  0.5067
C  -1.8843  2.5462  2.5062
Se  -2.5003  1.2526  1.0861
H  -1.7855  4.3465  -0.8590
H  -2.5377  4.8975  1.2421
H  -0.9070  5.5477  1.0108
H  -2.2100  4.9468  3.6159
H  -0.5626  5.5633  3.3932
H  -0.7872  4.3623  5.4206
H  0.7654  2.7037  2.9568
H  1.0868  4.3354  2.3765
H  -2.8595  2.8689  2.8755
H  -1.4418  1.8976  3.2616
C  0.6042  -3.1453  -1.4478
N  0.3701  -1.8047  -0.8663
P  -1.1630  -1.1860  -0.5464
C  -2.2694  -1.1950  -1.9468
C  -2.4484  -2.4124  -2.6187
C  -3.3628  -2.5001  -3.6539
C  -4.1309  -1.3957  -3.9998
C  -3.9950  -0.2028  -3.3044
C  -3.0609  -0.0957  -2.2850
C  -1.9174  -2.2094  0.6998
C  -1.1441  -2.7633  1.7243
C  -1.7511  -3.5044  2.7219
C  -3.1305  -3.6842  2.7070
C  -3.9044  -3.1298  1.6959
C  -3.3053  -2.3900  0.6894
P  1.5069  -0.5930  -0.6380
C  2.7500  -1.1467  0.5090
C  3.8741  -0.3364  0.7000
C  4.8706  -0.7425  1.5679
C  4.7621  -1.9627  2.2283
C  3.6582  -2.7765  2.0254
C  2.6424  -2.3696  1.1725
C  2.3689  -0.1449  -2.1457
C  2.8569  -1.1839  -2.9476
C  3.6350  -0.8956  -4.0559
C  3.9671  0.4189  -4.3545
C  3.5179  1.4514  -3.5444
C  2.7135  1.1732  -2.4495
H  -0.0488  -3.8658  -0.9548
H  1.6307  -3.4530  -1.2629
H  0.4138  -3.1415  -2.5199
H  -1.9065  -3.2993  -2.3202
H  -3.4960  -3.4390  -4.1734
H  -4.8574  -1.4759  -4.7971
H  -4.6274  0.6391  -3.5485
H  -2.9967  0.8291  -1.7235
H  -0.0739  -2.6186  1.7455
H  -1.1542  -3.9385  3.5120
H  -3.6030  -4.2641  3.4884
H  -4.9745  -3.2837  1.6857
H  -3.9123  -1.9782  -0.1070
H  3.9846  0.5986  0.1614
H  5.7396  -0.1182  1.7225
H  5.5484  -2.2822  2.8986
H  3.5850  -3.7291  2.5315
H  1.7888  -3.0137  1.0247
H  2.6580  -2.2193  -2.7098
H  4.0037  -1.7030  -4.6735
H  4.5932  0.6353  -5.2093
H  3.8010  2.4715  -3.7613
H  2.3883  1.9943  -1.8261
B  1.0441  -1.0245  4.2950
C  0.6436  -0.3750  3.0123
N  0.3142  0.1667  2.0077
H  0.1372  -0.7796  5.0633
H  1.1118  -2.2128  4.0458
H  2.1176  -0.5463  4.5872
Cl  -2.0917  2.8262  -4.5595
C  -0.4527  2.2426  -4.2653
Cl  0.7195  3.5251  -4.5028
Cl  -0.0803  0.8035  -5.1931
C  -0.4018  1.8541  -2.8316
N  -0.3616  1.5538  -1.7250

## Properties
net charge	+3
DFT total energy	-232683.3106	eV
multiplicity	1
HOMO-LUMO gap (spin up / spin down)	5.77 / 5.77	eV
ΔE to the lowest compared entry with this formula, charge and spin	20.2	kcal/mol